The following is a DFT calculation (the ωB97M-V functional and the def2-TZVPD basis) of a structure of composition C30H51Cl2N2PSTl.

Element x y z (Å)
P -0.63 0.82 -2.03
C -2.07 2.01 -1.70
C -2.84 2.61 -2.88
C -3.81 3.69 -2.38
C -4.77 3.16 -1.31
C -4.01 2.51 -0.15
C -3.03 1.43 -0.65
C -1.38 -0.76 -2.75
C -2.49 -0.62 -3.79
C -2.82 -2.01 -4.37
C -3.20 -3.01 -3.29
C -2.13 -3.10 -2.19
C -1.79 -1.72 -1.62
C 0.11 1.59 -3.56
C 0.65 2.99 -3.23
C 1.33 3.65 -4.44
C 2.43 2.76 -5.03
C 1.90 1.36 -5.35
C 1.22 0.70 -4.15
H -1.52 2.83 -1.20
H -3.40 1.82 -3.40
H -2.15 3.05 -3.62
H -4.38 4.10 -3.23
H -3.22 4.51 -1.96
H -5.39 3.97 -0.93
H -5.44 2.42 -1.76
H -3.43 3.27 0.39
H -4.71 2.06 0.56
H -2.47 1.02 0.20
H -3.61 0.60 -1.11
H -0.51 -1.22 -3.26
H -1.94 -2.38 -4.91
H -2.20 0.06 -4.60
H -3.39 -0.21 -3.31
H -3.63 -1.91 -5.11
H -3.36 -4.00 -3.73
H -4.16 -2.71 -2.83
H -2.47 -3.77 -1.39
H -1.22 -3.54 -2.61
H -0.97 -1.81 -0.89
H -2.67 -1.31 -1.09
H -0.70 1.67 -4.30
H -0.15 3.65 -2.86
H 1.38 2.90 -2.41
H 0.57 3.84 -5.21
H 1.74 4.62 -4.14
H 3.25 2.68 -4.30
H 2.85 3.23 -5.93
H 2.72 0.72 -5.71
H 1.17 1.44 -6.17
H 0.82 -0.28 -4.46
H 1.97 0.49 -3.36
Tl 1.06 -0.11 1.10
Cl 2.01 -1.76 -0.52
Cl 0.13 2.06 1.97
C 1.32 -1.51 3.43
H 1.99 -2.13 4.05
C -0.05 -2.02 3.51
C -0.22 -3.26 4.25
C -1.44 -3.88 4.39
C -2.61 -3.36 3.79
C -2.48 -2.15 3.04
C -1.26 -1.50 2.93
H 0.66 -3.71 4.71
H -1.52 -4.82 4.96
H -3.39 -1.76 2.56
H -1.24 -0.53 2.40
H -3.56 -3.86 3.89
C 3.04 1.38 5.39
N 3.93 0.25 5.56
C 4.82 0.29 6.74
C 4.01 -0.63 4.55
S 2.98 -0.33 3.09
N 4.68 -1.80 4.59
C 5.59 -2.30 5.63
C 4.62 -2.63 3.41
H 3.21 2.04 6.24
H 1.99 1.08 5.37
H 3.29 1.90 4.46
H 4.55 -0.47 7.51
H 5.88 0.26 6.44
H 4.61 1.27 7.19
H 5.28 -3.35 5.82
H 6.60 -2.30 5.18
H 5.57 -1.73 6.56
H 3.63 -3.06 3.24
H 4.91 -2.05 2.52
H 5.34 -3.42 3.58

* frontier orbital gap (spin up / spin down): 4.7815 / 4.6042 eV
* lowest unoccupied orbital energy (spin up / spin down): 2.198 / 2.231 eV
* net charge: -1
* HOMO level (spin up / spin down): -2.6 / -2.4 eV
* calculated total energy: -3115.5614 Ha

Löwdin atomic charge list, values in e, 5 entries: 1.10 -0.44 -0.21 -0.21 -0.22

The following is a DFT calculation (the ωB97M-V functional and the def2-TZVPD basis) of a cluster of 6 separate species, C30H51N2O8 in total.

Element x y z (Å)
N 4.67 2.83 2.54
C 4.27 1.49 1.89
O 4.23 1.41 0.56
C 3.87 0.29 2.94
C 3.98 -1.23 2.31
C 2.45 -1.84 2.27
C 1.74 -2.00 3.75
N 0.48 -2.85 3.73
C -0.17 -2.98 2.37
C -0.91 -1.62 1.82
C -2.47 -1.44 2.28
O -3.28 -2.42 2.71
C -3.10 0.10 2.14
C -3.00 1.08 3.45
C -3.57 2.62 3.31
C -4.17 3.07 1.85
C -4.30 2.10 0.52
C -3.72 0.55 0.67
C 0.93 -3.46 1.26
O 2.33 -3.15 1.59
H 3.81 3.39 2.75
H 5.35 3.34 1.93
H 4.57 0.33 3.88
H 2.78 0.56 3.34
H 4.32 -1.12 1.17
H 4.71 -1.95 2.91
H 1.82 -1.07 1.62
H 2.56 -2.49 4.46
H 1.44 -0.94 4.21
H 0.78 -3.83 4.01
H -0.19 -2.55 4.50
H -1.00 -3.83 2.47
H -0.86 -1.50 0.64
H -0.30 -0.70 2.27
H -2.53 0.63 4.44
H -3.48 3.30 4.27
H -4.55 4.19 1.73
H -4.75 2.47 -0.50
H -3.76 -0.19 -0.25
H 0.62 -3.10 0.17
H 0.87 -4.65 1.22
C 3.68 2.12 -2.29
C 3.88 3.27 -3.24
O 2.93 3.77 -3.84
C 5.28 3.80 -3.41
H 2.62 1.84 -2.27
H 4.25 1.25 -2.64
H 3.99 2.40 -1.28
H 5.93 3.01 -3.80
H 5.66 4.16 -2.45
H 5.27 4.63 -4.12
C -6.30 -1.92 1.10
C -6.68 -1.56 -0.31
O -5.93 -0.89 -1.02
C -8.01 -2.05 -0.82
H -5.31 -1.51 1.33
H -7.02 -1.50 1.80
H -6.25 -3.01 1.20
H -8.81 -1.63 -0.20
H -8.04 -3.14 -0.80
H -8.15 -1.71 -1.85
C -1.68 -2.78 -2.97
C -2.43 -3.24 -1.75
O -1.87 -3.39 -0.67
C -3.90 -3.52 -1.91
H -0.63 -2.62 -2.71
H -1.74 -3.54 -3.75
H -2.10 -1.84 -3.33
H -4.06 -4.32 -2.64
H -4.42 -2.61 -2.22
H -4.32 -3.85 -0.94
C -5.46 0.89 -3.86
C -4.01 0.76 -4.23
O -3.59 -0.21 -4.86
C -3.08 1.87 -3.80
H -6.01 0.01 -4.23
H -5.56 0.92 -2.77
H -5.88 1.79 -4.31
H -3.08 1.95 -2.71
H -3.40 2.81 -4.25
H -2.07 1.65 -4.14
C 9.47 3.03 0.07
C 8.41 2.78 -0.97
O 8.45 3.33 -2.07
C 7.29 1.84 -0.62
H 10.20 3.74 -0.33
H 9.01 3.47 0.96
H 9.97 2.10 0.31
H 6.74 2.22 0.25
H 7.70 0.85 -0.40
H 6.60 1.75 -1.46

* frontier orbital gap: 7.4742 eV
* lowest unoccupied orbital energy: -3.196 eV
* energy relative to the best compared isomer or geometry (same formula, charge and spin): 1119.38 kJ/mol
* net charge: +1
* HOMO level: -10.7 eV
* calculated total energy: -1884.4245 Ha

Löwdin atomic charge list, values in e, 5 entries: 0.06 -0.27 -0.05 -0.11 -0.10

The following is a DFT calculation (the ωB97M-V functional and the def2-TZVPD basis) of a structure of composition C30H52B2KN3P2.

Element x y z (Å)
K 1.06 0.64 -1.92
C 3.53 -0.83 -2.16
C 3.95 0.34 -1.50
C 3.93 1.39 -2.43
C 3.51 0.88 -3.66
C 3.26 -0.49 -3.50
H 3.41 -1.80 -1.71
H 4.23 0.41 -0.45
H 4.20 2.43 -2.23
H 3.36 1.45 -4.57
H 2.91 -1.17 -4.27
C 3.66 -4.40 0.36
C 2.68 -3.84 1.39
C 2.29 -4.94 2.38
C 3.42 -2.73 2.16
P 1.30 -2.88 0.48
C 0.14 -2.68 1.92
N -0.77 -1.57 1.79
B -0.77 -0.45 0.81
N -1.91 0.34 1.36
C -2.45 1.59 0.90
P -1.32 2.49 -0.27
C -2.59 3.61 -1.11
C -3.24 2.69 -2.15
C -1.86 4.71 -1.88
C -3.70 4.23 -0.25
C -0.28 3.52 0.93
C 0.24 2.58 2.03
C -0.95 4.71 1.62
C 0.93 4.00 0.12
C -2.47 -0.25 2.47
C -3.53 0.13 3.28
C -3.86 -0.67 4.38
C -3.14 -1.82 4.66
C -2.07 -2.21 3.85
C -1.75 -1.43 2.75
C 0.34 -4.10 -0.60
C 1.05 -4.18 -1.95
C -1.04 -3.46 -0.84
C 0.11 -5.51 -0.05
H 4.57 -4.74 0.87
H 3.95 -3.64 -0.36
H 3.25 -5.25 -0.17
H 3.19 -5.31 2.89
H 1.83 -5.79 1.89
H 1.61 -4.58 3.15
H 4.28 -3.17 2.68
H 2.78 -2.26 2.91
H 3.78 -1.96 1.49
H 0.76 -2.55 2.81
H -0.42 -3.62 2.08
H -2.68 2.24 1.76
H -3.41 1.43 0.38
H -2.49 2.30 -2.84
H -3.98 3.25 -2.73
H -3.75 1.84 -1.69
H -1.07 4.30 -2.50
H -1.43 5.47 -1.23
H -2.57 5.21 -2.55
H -4.28 3.46 0.27
H -4.39 4.78 -0.90
H -3.32 4.92 0.50
H -0.56 2.24 2.69
H 0.98 3.13 2.63
H 0.71 1.70 1.60
H -1.83 4.40 2.19
H -1.25 5.49 0.92
H -0.25 5.16 2.33
H 1.53 3.14 -0.18
H 1.57 4.64 0.74
H 0.66 4.55 -0.78
H -4.10 1.03 3.06
H -4.69 -0.39 5.02
H -3.41 -2.43 5.52
H -1.51 -3.11 4.08
H 1.19 -3.18 -2.38
H 0.46 -4.78 -2.65
H 2.04 -4.64 -1.88
H -0.94 -2.43 -1.18
H -1.64 -3.44 0.07
H -1.57 -4.04 -1.60
H 1.03 -6.08 0.02
H -0.56 -6.06 -0.73
H -0.37 -5.49 0.93
B 0.11 4.34 -5.56
C 0.08 3.09 -4.57
N 0.00 2.20 -3.83
H -0.93 4.32 -6.20
H 0.17 5.35 -4.87
H 1.08 4.24 -6.28

* frontier orbital gap: 4.7250 eV
* lowest unoccupied orbital energy: 4.130 eV
* energy relative to the best compared isomer or geometry (same formula, charge and spin): 7.77 kJ/mol
* net charge: -2
* HOMO level: -0.6 eV
* calculated total energy: -2670.9970 Ha

Löwdin atomic charge list, values in e, 5 entries: 0.53 -0.28 -0.26 -0.24 -0.24

- What is the formula in the second record?
  C30H51N2O8